[1]
ORCA calculation (ωB97M-V with the def2-TZVPD basis set) on a 3-piece molecular cluster, C5H10N2O overall at a distorted geometry.

## Properties
ΔE to the lowest compared entry with this formula, charge and spin: 7.408 eV
multiplicity: 1
frontier orbital gap (spin up / spin down): 6.92 / 6.92 eV
LUMO level (spin up / spin down): 0.7092 / 0.7092 eV

Structure (XYZ):
```
18
C5H10N2O ωB97M-V with the def2-TZVPD basis set
C 1.59483 0.26768 -0.29488
C 1.82463 1.74658 -0.20035
C -0.38873 -0.66149 -0.30106
N -0.28483 -1.92464 0.10306
C -0.93587 0.43880 -0.45946
C -2.94158 -0.36407 -0.29287
O 2.08302 -0.48977 0.78735
N -3.49731 -0.92850 0.68437
H 2.19514 0.09024 1.54984
H 1.96206 -0.18115 -1.21749
H 0.09249 -2.04985 1.03573
H 0.10682 -2.58859 -0.54987
H -2.80769 -1.17094 1.40914
H -1.03979 1.48637 -0.62089
H -3.62854 -0.08559 -1.11154
H 1.28348 2.18147 0.64704
H 2.88820 1.98762 -0.05708
H 1.49367 2.24583 -1.11103
```

natural (NBO) population analysis, charges in e, atoms 1 to 8: 0.039, -0.685, 0.234, -0.829, -0.196, 0.044, -0.738, -0.657

***

[2]
ORCA calculation (ωB97M-V with the def2-TZVPD basis set) on one molecule with the formula C10H13NS at a distorted geometry.

## Properties
SMILES: CC(C)(C)n1ccc2ccsc21
ΔE to the lowest compared entry with this formula, charge and spin: 0.000 eV
multiplicity: 1
frontier orbital gap: 8.60 eV
LUMO level: 0.7631 eV

Structure (XYZ):
```
25
C10H13NS ωB97M-V with the def2-TZVPD basis set
C -1.31347 2.30710 0.40050
C -3.37867 0.59284 0.06095
C 0.03833 1.95490 0.34782
C -3.36805 -0.72029 -0.25459
C -2.05427 1.08069 0.14117
C -1.10453 0.12137 -0.25937
C 2.71700 0.31790 -0.13933
C 1.23381 -1.18088 -1.30816
C 1.06281 -1.27231 1.22784
C 1.31582 -0.34040 -0.04805
N 0.16985 0.60553 -0.02620
S -1.80742 -1.46930 -0.51679
H -1.73541 3.25945 0.72871
H -4.30961 1.13151 -0.00704
H 0.95022 2.51624 0.66874
H -4.22861 -1.33255 -0.25621
H 2.95314 1.07741 0.63981
H 3.42749 -0.45615 0.19833
H 2.94524 0.80220 -1.08925
H 0.94274 -0.68347 -2.24077
H 2.16721 -1.72195 -1.40205
H 0.32416 -1.88891 -1.24158
H 0.17234 -1.93855 1.05614
H 1.82841 -2.04635 1.24891
H 1.05146 -0.71603 2.07047
```

natural (NBO) population analysis, charges in e, atoms 1 to 8: -0.294, -0.226, -0.050, -0.391, -0.150, -0.019, -0.629, -0.626

***

[3]
ORCA calculation (ωB97M-V with the def2-TZVPD basis set) on one molecule with the formula C18H24N6S at a distorted geometry.

## Properties
SMILES: c1cc(N[C@H]2CC[C@@H]3NNC[C@@H]3C2)nc(N2CCc3sccc3C2)n1
multiplicity: 1
frontier orbital gap: 8.48 eV
LUMO level: 0.7771 eV

Structure (XYZ):
```
49
C18H24N6S ωB97M-V with the def2-TZVPD basis set
N -1.22710 1.40689 3.35965
N -0.24724 0.26585 1.48252
S 4.70125 1.27110 5.95195
C 3.62547 1.02679 7.37568
C 2.32891 0.71487 7.09585
C 2.11299 0.62746 5.66068
C 3.25246 0.90936 4.97032
C -0.18351 0.80604 2.71526
C -2.30406 1.47449 2.58312
C -1.20965 0.65671 0.73326
C -2.32957 1.19925 1.23266
N 0.95523 0.59180 3.49513
N -1.41891 -3.67194 -4.07992
N -1.17909 0.14054 -0.47533
N -1.87905 -2.48036 -4.64410
C 0.71395 0.38943 4.96308
C 3.29715 0.84116 3.53914
C 2.13569 0.04116 2.89712
C -0.31861 -3.13890 -3.28851
C -3.37862 -0.30840 -1.90540
C -3.23334 -1.02289 -3.29100
C -1.51969 -2.04341 -1.39395
C -2.31065 -0.80316 -0.87890
C -1.88979 -1.33029 -3.82373
C -0.89649 -1.77478 -2.77834
H 4.16580 1.06323 8.36137
H 1.48367 0.44071 7.78778
H -3.18244 1.83332 3.09992
H -3.22179 1.45710 0.57484
H -0.91638 -4.13971 -4.79220
H -0.27053 -0.22561 -0.67567
H -2.78558 -2.64412 -5.13163
H 0.59130 -0.68219 4.96663
H 0.02579 0.90861 5.64851
H 4.25726 0.32988 3.27502
H 3.19365 1.80317 3.12830
H 2.17282 -1.04695 3.01100
H 2.22839 0.10039 1.77749
H 0.10783 -3.74742 -2.52096
H 0.49468 -2.93028 -3.96656
H -4.39785 -0.40259 -1.52911
H -3.27038 0.73866 -1.97994
H -3.90233 -1.85307 -3.34559
H -3.62689 -0.24545 -4.02378
H -2.17568 -2.82436 -1.61989
H -0.82181 -2.39635 -0.63269
H -2.84774 -1.19730 -0.08956
H -1.62972 -0.55977 -4.48478
H -0.06632 -1.07764 -2.66560
```

natural (NBO) population analysis, charges in e, atoms 1 to 8: -0.523, -0.561, 0.351, -0.362, -0.264, -0.082, -0.139, 0.590